1.
The following is a quantum chemistry calculation of a structure of composition C18H34AsCrN4O2SSi in a non-equilibrium geometry, from the OMol25 dataset.

```
62
Properties=species:S:1:pos:R:3:forces:R:3
As -2.065 -2.767 1.545 -0.4 -0.5 0.2
Cr 0.139 -0.712 -0.086 0.4 -1.6 1.7
S -1.525 0.755 0.309 0.1 -0.3 -0.1
Si -2.260 4.088 -0.759 -0.1 -0.1 -0.1
O -0.560 -2.092 1.183 0.3 0.9 -0.6
O 2.157 -0.882 0.376 -0.7 0.3 -0.4
N 0.468 -1.929 -1.689 -0.2 0.3 -0.2
N 1.624 -2.595 -1.834 0.1 -0.1 0.0
N 4.127 -0.584 1.384 -0.3 0.0 -0.2
N 0.523 0.942 -1.127 -0.1 0.8 -0.2
C 5.043 -0.662 2.518 0.1 0.0 0.2
C 1.581 -3.432 -2.881 -0.1 0.0 -0.1
C 2.861 -0.947 1.437 0.2 0.0 0.3
C -0.725 3.015 -1.215 -0.2 -0.1 0.1
C -1.905 4.772 0.954 -0.1 0.0 -0.3
C 2.277 -1.443 2.724 -0.1 0.1 0.0
C -0.324 -2.350 -2.674 0.0 0.0 -0.1
C -2.605 -3.892 0.075 0.0 0.1 0.2
C -3.818 3.025 -0.759 0.3 0.1 0.0
C 4.677 -0.041 0.142 0.0 0.0 -0.1
C -3.470 -1.497 1.928 0.2 -0.1 -0.1
C 1.392 2.740 -2.384 0.1 0.0 0.0
C 0.294 3.514 -2.029 -0.2 0.0 0.0
C 1.469 1.443 -1.923 0.1 -0.1 -0.1
C 0.332 -3.305 -3.452 0.0 0.0 0.0
C -1.798 -3.829 3.129 0.0 0.1 -0.2
C -2.389 5.353 -2.138 0.1 0.0 0.3
C -0.528 1.709 -0.778 0.3 0.3 -0.4
H 1.211 -1.606 2.592 0.0 0.0 0.0
H -1.651 6.152 -2.047 0.0 0.0 0.0
H 2.444 -0.733 3.533 0.0 0.0 0.0
H -1.417 -3.185 3.919 0.0 0.0 0.0
H -0.051 -3.827 -4.311 0.0 0.0 0.0
H -3.795 2.265 -1.542 0.0 0.0 0.0
H -4.265 -2.036 2.442 0.0 0.0 0.0
H -4.689 3.657 -0.943 0.0 0.0 0.0
H 6.014 -1.000 2.163 0.0 0.0 0.0
H 3.946 0.597 -0.346 0.0 0.0 0.0
H -2.703 5.444 1.276 0.0 0.0 0.0
H -3.089 -0.709 2.574 0.0 0.0 0.0
H -1.079 -4.618 2.918 0.0 0.0 0.0
H 2.284 0.783 -2.191 0.0 0.0 0.0
H 2.378 -2.411 -1.191 0.0 0.0 0.0
H -2.615 -3.308 -0.843 0.0 0.1 0.0
H 2.176 3.131 -3.016 0.0 0.0 0.0
H 2.741 -2.391 3.002 0.0 0.0 0.0
H -3.375 5.821 -2.121 0.0 0.0 0.0
H -3.606 -4.278 0.265 0.0 0.0 0.0
H -1.902 -4.717 -0.022 0.0 0.0 0.0
H 5.562 0.543 0.377 0.0 0.0 0.0
H 2.420 -4.046 -3.161 0.0 0.0 0.1
H -2.267 4.883 -3.116 0.0 0.0 0.0
H 4.956 -0.845 -0.542 0.0 0.0 0.0
H -3.973 2.528 0.199 0.0 0.0 0.0
H -0.969 5.333 0.982 0.0 0.0 0.0
H -1.838 3.964 1.685 0.0 0.0 0.0
H 4.693 -1.363 3.268 0.0 0.0 0.0
H -3.858 -1.064 1.009 0.0 0.0 0.0
H 5.166 0.320 2.977 0.0 0.0 0.0
H -2.744 -4.269 3.440 0.0 0.0 0.0
H 0.216 4.529 -2.402 0.1 0.0 0.0
H -1.313 -1.940 -2.805 0.0 0.0 0.1
```
Forces are in eV/Å.

Calculated values
HOMO level (spin up / spin down), eV: -14.034 / -14.068
Gap between HOMO and LUMO (spin up / spin down), eV: 7.3 / 7.8
Charge: +2
LUMO level (spin up / spin down), eV: -6.78 / -6.23
2S+1: 2

Atomic partial charges in e from the Mulliken method, atoms 1 to 2: atom 1 (As): 0.68, atom 2 (Cr): 0.15

---

2.
The following is a quantum chemistry calculation of a structure of composition C2H3CeO2 in a non-equilibrium geometry, from the OMol25 dataset.

```
8
Properties=species:S:1:pos:R:3:forces:R:3
Ce -0.890 -0.253 -1.354 -1.4 0.6 -1.7
O -2.690 -0.290 -2.556 1.2 0.8 0.4
O -1.862 0.941 -2.880 0.1 -1.3 1.1
C 0.779 -0.535 0.542 0.2 0.2 0.4
C 1.004 0.275 1.595 0.0 -0.4 0.0
H 0.384 1.156 1.803 0.2 -0.2 -0.1
H 1.489 -1.382 0.504 0.0 0.1 0.1
H 1.787 0.088 2.345 -0.2 0.2 -0.2
```
Forces are in eV/Å.

Calculated values
HOMO level (spin up / spin down), eV: -8.487 / -8.468
Gap between HOMO and LUMO (spin up / spin down), eV: 7.5 / 7.5
LUMO level (spin up / spin down), eV: -0.96 / -0.96
2S+1: 2

Atomic partial charges in e from the Mulliken method, atoms 1 to 2: atom 1 (Ce): 1.46, atom 2 (O): -0.48

---

3.
The following is a quantum chemistry calculation of the molecule C6H13N3 in a non-equilibrium geometry, from the OMol25 dataset.

```
22
Properties=species:S:1:pos:R:3:forces:R:3
N 2.088 -0.221 -0.376 -0.5 0.4 -0.6
N 1.534 1.906 0.338 0.1 -0.2 0.1
N -1.189 -2.014 0.917 -0.1 -0.1 0.0
C -0.732 -1.026 -1.248 -1.0 -0.5 0.6
C 1.086 0.599 0.169 0.3 0.0 1.7
C -0.059 0.129 0.775 0.3 0.7 -0.5
C -0.713 0.786 1.962 0.2 0.4 -0.3
C -0.823 0.133 -2.195 0.5 0.0 0.1
C -0.713 -0.972 0.117 0.7 -0.8 -1.2
H -0.005 0.118 -2.923 0.0 0.2 -0.1
H -1.590 0.217 2.263 0.0 0.0 0.0
H -0.961 -1.985 -1.710 -0.2 -0.1 0.1
H 2.572 0.207 -1.155 0.0 0.0 -0.1
H -0.030 0.863 2.814 0.0 0.0 0.0
H -1.756 0.096 -2.763 0.0 -0.1 0.0
H -0.795 1.078 -1.655 0.1 0.1 -0.1
H 1.029 2.459 1.012 -0.1 0.0 -0.1
H -1.058 1.795 1.726 -0.1 0.1 0.1
H -0.633 -2.230 1.731 0.0 0.0 -0.1
H 1.719 -1.118 -0.655 -0.1 0.0 0.0
H 2.533 2.010 0.442 0.0 -0.1 0.0
H -1.503 -2.831 0.415 0.0 0.0 0.0
```
Forces are in eV/Å.

Calculated values
HOMO level, eV: -6.907
Energy above the lowest of the compared OMol25 structures with the same formula, charge and spin, kcal per mole: 24.06
Gap between HOMO and LUMO, eV: 7.9
LUMO level, eV: 0.97
2S+1: 1

Atomic partial charges in e from the Mulliken method, atoms 1 to 2: atom 1 (N): -0.57, atom 2 (N): -0.55

---

4.
The following is a quantum chemistry calculation of a structure of composition C18H22F3N5O7S3Y, from the OMol25 dataset.

```
59
Properties=species:S:1:pos:R:3:forces:R:3
Y 0.045 -0.388 -0.178 0.4 0.2 0.1
S -0.961 -2.994 -1.348 -0.1 0.0 -0.1
S 2.048 -1.907 0.716 -0.1 -0.2 -0.1
S 0.644 0.661 2.184 0.0 0.2 0.0
F -3.499 -3.300 -2.004 0.0 0.0 0.0
F -2.119 -3.451 -3.666 0.0 0.0 0.0
F -2.571 -1.512 -2.810 0.0 -0.1 0.0
O -1.118 1.203 -1.709 0.1 -0.2 -0.1
O 2.341 0.485 -7.807 0.0 0.0 0.0
O -1.413 -2.258 -0.154 -0.4 -0.3 0.0
O 0.326 1.235 -7.725 0.0 0.0 0.0
O -0.796 -4.402 -1.244 0.1 0.0 0.1
O 0.095 -2.189 -1.950 0.2 0.1 -0.3
O 1.508 0.463 -1.679 0.0 -0.1 0.0
N -4.754 0.422 0.430 0.0 0.0 0.0
N -3.894 -0.125 2.629 0.0 -0.1 0.0
N -3.664 2.130 1.766 0.0 0.1 0.0
N 1.343 0.821 -7.190 -0.1 0.0 -0.2
N -2.335 0.321 0.796 -0.1 -0.1 0.1
C 1.454 0.521 -2.940 -0.2 0.1 -0.1
C -4.723 1.837 0.803 0.0 0.0 0.0
C -3.877 1.300 2.953 0.0 0.0 0.0
C -2.610 -0.476 2.029 0.0 0.0 0.0
C -2.371 -2.811 -2.527 0.1 0.1 0.1
C 2.271 0.130 4.332 0.1 0.0 0.1
C -4.950 -0.364 1.650 0.0 0.0 0.0
C 2.529 0.238 -5.106 0.0 0.0 0.1
C -0.900 1.352 -2.917 -0.1 0.0 0.1
C 2.575 0.148 -3.748 0.1 0.0 0.0
C 1.366 0.717 -5.747 -0.1 0.0 0.0
C 3.530 -2.204 3.011 0.1 0.0 0.1
C 1.923 -0.300 2.934 0.0 -0.1 -0.2
C 2.481 -1.361 2.327 0.0 0.2 0.1
C 0.259 1.086 -5.028 0.2 0.0 0.1
C -3.457 0.067 -0.141 0.0 0.0 0.0
C 0.278 0.980 -3.633 0.1 0.0 0.0
C -2.383 1.756 1.173 0.1 0.1 0.0
H 3.373 -0.057 -5.712 0.0 0.0 0.0
H -3.459 -0.992 -0.392 0.0 0.0 0.0
H 3.301 -0.115 4.595 0.0 0.0 0.0
H 4.270 -1.598 3.539 0.0 0.0 0.0
H -1.805 -0.285 2.737 0.0 0.0 0.0
H -3.071 1.490 3.665 0.0 0.0 0.0
H 3.452 -0.220 -3.235 0.0 0.0 0.0
H -4.960 -1.425 1.389 0.0 0.0 0.0
H -3.293 0.653 -1.045 0.0 0.0 0.0
H 2.140 1.207 4.442 0.0 0.0 0.0
H 4.054 -2.818 2.280 0.0 0.0 0.0
H -5.687 2.109 1.240 0.0 0.0 0.0
H -1.694 1.811 -3.530 0.0 0.0 0.0
H -2.219 2.347 0.270 0.0 0.0 0.0
H -1.584 1.952 1.888 0.0 0.0 0.0
H -2.610 -1.531 1.758 0.0 0.0 0.0
H -5.915 -0.099 2.089 0.0 0.0 0.0
H -4.831 1.575 3.410 0.0 0.0 0.0
H -0.622 1.446 -5.543 0.0 0.0 0.0
H -4.562 2.437 -0.096 0.0 0.0 0.0
H 3.077 -2.880 3.743 0.0 0.0 0.0
H 1.622 -0.350 5.073 0.0 0.0 0.0
```
Forces are in eV/Å.

Calculated values
HOMO level, eV: -3.816
Energy above the lowest of the compared OMol25 structures with the same formula, charge and spin, kcal per mole: 11.65
Gap between HOMO and LUMO, eV: 5.6
Charge: -1
LUMO level, eV: 1.75
2S+1: 1

Atomic partial charges in e from the Mulliken method, atoms 1 to 2: atom 1 (Y): 0.80, atom 2 (S): 1.16

---

5.
The following is a quantum chemistry calculation of the molecule C5H7N in a non-equilibrium geometry, from the OMol25 dataset.

```
13
Properties=species:S:1:pos:R:3:forces:R:3
N -1.663 -0.375 0.889 -1.6 -1.2 0.9
C 0.315 -0.913 -0.461 -0.4 -2.8 0.1
C -0.646 1.096 -0.340 2.1 1.4 -1.0
C -1.070 -0.319 -0.398 0.7 -0.8 -0.3
C 1.246 -0.202 0.423 0.2 0.5 -0.9
C 0.700 1.114 -0.108 -0.9 1.7 0.9
H 2.275 -0.397 0.118 0.0 0.1 0.2
H -1.708 -0.666 -1.252 0.2 0.6 0.8
H 0.640 -1.755 -1.056 -0.3 0.0 -0.1
H -1.289 -1.179 1.413 0.2 0.3 0.0
H -1.292 1.946 -0.531 0.2 -0.1 -0.1
H 1.333 1.987 -0.220 -0.2 0.2 0.3
H 1.158 -0.337 1.524 -0.1 0.2 -0.6
```
Forces are in eV/Å.

Calculated values
HOMO level (spin up / spin down), eV: -8.877 / -7.353
Energy above the lowest of the compared OMol25 structures with the same formula, charge and spin, kcal per mole: 123.55
Gap between HOMO and LUMO (spin up / spin down), eV: 9.5 / 7.0
LUMO level (spin up / spin down), eV: 0.60 / -0.34
2S+1: 1

Atomic partial charges in e from the Mulliken method, atoms 1 to 2: atom 1 (N): -0.65, atom 2 (C): -0.86

---

6.
The following is a quantum chemistry calculation of a cluster of 2 separate species, C5H10O in total in a non-equilibrium geometry, from the OMol25 dataset.

```
16
Properties=species:S:1:pos:R:3:forces:R:3
O 1.604 1.755 0.254 0.4 -0.7 -0.7
C -0.753 -0.716 0.306 0.0 0.0 0.0
C -0.950 -0.165 1.715 0.0 0.0 0.1
C 2.012 0.933 -0.469 -0.2 0.5 0.4
C -1.331 0.208 -0.767 0.0 0.0 0.0
C 2.467 0.007 -1.281 0.0 0.1 0.1
H -1.077 -0.127 -1.779 -0.1 0.0 0.2
H -0.956 1.231 -0.646 -0.1 -0.2 0.0
H -0.498 0.830 1.804 -0.1 -0.2 0.0
H -0.483 -0.812 2.466 -0.1 0.1 -0.1
H 0.320 -0.871 0.136 -0.2 0.0 0.0
H 1.790 -0.758 -1.640 0.1 0.1 0.1
H -2.014 -0.073 1.962 0.1 0.0 0.0
H 3.505 0.018 -1.585 -0.1 0.1 0.1
H -2.424 0.249 -0.696 0.2 0.0 0.0
H -1.211 -1.710 0.221 0.0 0.1 0.0
```
Forces are in eV/Å.

Calculated values
HOMO level, eV: -9.397
Energy above the lowest of the compared OMol25 structures with the same formula, charge and spin, kcal per mole: 26.81
Gap between HOMO and LUMO, eV: 10.3
LUMO level, eV: 0.94
2S+1: 1

Atomic partial charges in e from the Mulliken method, atoms 1 to 2: atom 1 (O): -0.36, atom 2 (C): -0.01

---

Taking the records one at a time from the top gives electronic energy values of -137234.3419, -19141.1441, -10902.3689, -82512.4630, -6783.1551, -7393.6029 eV.